No. 1
DFT (the ωB97M-V functional and the def2-TZVPD basis) results for a cluster of 2 separate species, C26H34ClFIN2O4P in total at a distorted geometry.

SMILES = CCNc1cc2c(c([C@H](Cl)CC)c1)C(=O)c1c(ccc([C@@H](F)CC)c1P(O)I)C2=O.COC[C@@H](C)N
M = 650.897 g mol⁻¹
E_HOMO = -8.20 eV
net charge = 0
orbital gap = 7.73 eV
largest force on an atom = 0.02592 Eh/bohr

The geometry in XYZ format:
```
70
Properties=species:S:1:pos:R:3:forces:R:3:mulliken_charge:R:1
C -5.10512 -2.65275 2.08064 0.1 -0.1 0.3 -1.537
C -3.80877 -2.79739 1.31571 -0.3 -0.1 -0.2 -0.114
N -4.03901 -2.65349 -0.14574 0.8 1.0 0.3 -0.419
C -2.85828 -2.31511 -0.87100 -0.6 -0.3 0.1 -0.107
C -1.66226 -2.97872 -0.63965 0.2 0.3 -0.5 -1.130
C -0.54296 -2.58809 -1.36516 -0.6 0.3 -0.1 0.756
C -0.58594 -1.55923 -2.31126 0.1 0.0 0.2 0.451
C -1.79118 -0.88686 -2.55884 -0.2 -0.5 0.3 0.315
C -1.89885 0.24688 -3.54654 -0.8 0.2 0.0 0.418
Cl -0.70240 1.53432 -3.15622 0.2 0.0 0.1 -0.148
C -3.28577 0.91805 -3.62969 0.9 0.7 0.4 -1.091
C -3.63046 1.79815 -2.41272 -0.4 -0.5 -0.3 -1.165
C -2.91098 -1.29651 -1.83245 0.6 0.0 -0.1 -0.450
C 0.71336 -1.26989 -3.00782 -0.2 -0.2 0.9 -0.925
O 0.80332 -1.13045 -4.19166 0.0 0.2 -1.0 -0.549
C 1.91048 -1.28277 -2.08498 0.1 0.2 0.2 0.663
C 1.90627 -2.31097 -1.13259 0.2 0.3 -0.3 0.722
C 2.94143 -2.44369 -0.23453 0.2 0.3 -0.2 -1.567
C 3.96062 -1.50459 -0.25931 -0.2 -0.1 0.0 -0.865
C 3.97062 -0.44572 -1.16174 0.0 -0.1 -0.5 0.709
C 5.11475 0.52892 -0.99651 0.1 -0.1 1.0 -0.349
F 5.51521 1.08109 -2.19034 0.1 0.2 -0.2 -0.306
C 4.77283 1.61348 0.04265 -0.5 -0.4 0.0 -0.256
C 5.02881 1.18960 1.49562 -0.1 0.3 0.0 -1.047
C 2.94889 -0.33630 -2.14250 0.4 0.0 0.4 0.999
P 2.78425 0.88782 -3.54857 -0.6 -0.2 -0.5 -0.005
O 4.16998 0.66653 -4.38907 -0.1 0.2 0.2 -0.482
I 3.04529 3.16185 -2.57295 0.0 0.1 0.0 -0.170
C 0.75920 -3.24798 -1.12512 0.0 0.4 -0.1 -0.368
O 0.87111 -4.42427 -0.92057 0.1 -0.8 0.4 -0.567
H -5.52625 -1.65480 1.98344 -0.1 0.1 -0.2 0.398
H -5.83828 -3.40096 1.79718 -0.1 0.0 -0.2 0.360
H -4.89878 -2.78818 3.14020 0.0 0.0 0.1 0.417
H -3.39057 -3.77478 1.52896 0.2 -0.1 -0.1 0.253
H -3.11513 -2.03006 1.66472 0.2 0.0 0.0 0.242
H -4.62432 -1.82607 -0.21865 -0.4 -0.3 -0.2 0.273
H -1.57736 -3.77002 0.08416 0.0 -0.2 0.1 0.515
H -1.64690 -0.08125 -4.54717 0.3 -0.2 0.0 0.514
H -3.20427 1.58081 -4.48621 -0.3 -0.1 -0.3 0.448
H -4.05030 0.17226 -3.81168 -0.1 -0.2 -0.2 0.509
H -4.71289 1.83200 -2.29387 -0.1 0.0 0.1 0.314
H -3.30449 2.81886 -2.55434 0.3 0.1 0.1 0.368
H -3.18801 1.38600 -1.51203 0.0 0.1 0.2 0.372
H -3.84476 -0.78483 -1.98878 -0.2 0.0 0.1 0.310
H 2.95085 -3.25098 0.48103 0.0 -0.1 0.0 0.528
H 4.76175 -1.62379 0.45277 0.2 0.1 0.0 0.462
H 5.96086 -0.03844 -0.60626 0.2 0.0 -0.2 0.516
H 5.28516 2.53983 -0.19439 0.2 0.0 -0.1 0.499
H 3.70919 1.80352 -0.05314 -0.1 0.3 -0.1 0.088
H 5.15441 0.12103 1.62415 0.1 -0.2 0.0 0.293
H 4.17604 1.48138 2.10330 -0.1 0.0 0.1 0.172
H 5.89498 1.68820 1.92126 0.2 -0.1 0.0 0.350
H 4.69893 1.47300 -4.40245 0.2 -0.1 0.0 0.383
C 0.42640 3.23924 2.06666 0.1 -0.2 -0.2 -0.629
O 0.97385 2.13887 2.77144 0.0 0.1 0.0 -0.205
C 0.48654 1.95228 4.08478 0.0 -0.1 0.1 -0.811
C -0.84705 1.19324 4.16491 -0.1 0.1 -0.2 0.328
C -2.06055 2.03748 3.78878 -0.1 0.0 0.1 -1.341
N -0.84325 -0.02323 3.34473 0.2 0.0 0.1 -0.601
H 0.23162 4.09115 2.72428 0.0 0.0 0.1 0.326
H -0.49065 2.95568 1.54515 -0.1 0.1 0.0 0.211
H 1.15517 3.53994 1.31485 0.0 0.0 0.0 0.187
H 1.24763 1.35498 4.59430 0.0 0.0 0.0 0.307
H 0.42697 2.91425 4.61069 -0.1 0.0 0.0 0.408
H -0.97225 0.88946 5.20843 0.1 0.0 0.0 0.387
H -2.13994 2.18105 2.71142 0.1 0.0 0.0 0.224
H -2.97499 1.54276 4.11588 0.0 0.0 0.0 0.341
H -2.02172 3.01960 4.26403 0.0 0.0 0.0 0.352
H -0.10382 -0.64200 3.66574 -0.1 0.0 0.0 0.258
H -0.55826 0.24061 2.40467 -0.1 0.0 0.0 0.262
```
Positions in Å, forces in eV/Å.

---

No. 2
DFT (the ωB97M-V functional and the def2-TZVPD basis) results for a structure of composition C26H34ClO2Re at a distorted geometry.

M = 600.216 g mol⁻¹
E_HOMO (spin up / spin down) = -11.00 / -11.41 eV
energy relative to the best compared isomer or geometry (same formula, charge and spin) = 1.5 kcal per mole
net charge = +1
orbital gap (spin up / spin down) = 7.04 / 6.15 eV
largest force on an atom = 0.11178 Eh/bohr
multiplicity = 4

The geometry in XYZ format:
```
64
Properties=species:S:1:pos:R:3:forces:R:3:mulliken_charge:R:1
O -2.90996 1.03537 -2.53121 0.3 -1.1 -0.7 -0.544
C -3.75290 0.01527 -3.13018 -0.7 0.3 0.2 -0.554
C -2.80676 -0.27463 -4.27132 0.5 0.6 0.0 -0.925
H -4.69735 0.47945 -3.41798 -0.2 -0.4 0.2 0.348
H -3.86398 -0.84917 -2.47782 -0.4 0.1 0.2 0.238
C -1.91206 0.79385 -3.57190 -0.3 -0.3 -0.7 2.133
H -3.09572 -0.06484 -5.29259 -0.3 0.1 -0.1 0.367
H -2.34691 -1.26405 -4.19973 -0.2 0.2 -0.3 0.263
C -1.50476 2.08203 -4.29722 0.0 -0.2 0.3 -1.789
H -2.28048 2.86980 -4.28579 0.2 -0.6 0.0 0.380
H -1.23521 1.83455 -5.33361 0.1 0.2 0.3 0.465
H -0.63119 2.47391 -3.75547 -0.1 0.2 -0.4 0.323
C -0.72286 -0.00061 -3.11446 0.7 0.2 0.5 -1.324
H -1.04860 -0.97642 -2.69340 0.4 0.8 0.0 0.141
H -0.09780 0.58585 -2.43065 -0.2 -0.2 0.2 -0.156
H -0.12204 -0.18922 -4.01457 0.0 -0.2 0.2 0.436
Re 1.19881 -1.02927 0.32711 -3.9 -4.1 1.2 0.908
C 1.18398 -3.73640 -0.42064 -1.2 -0.1 0.2 -0.938
C 0.39716 -4.24193 0.63158 -0.5 0.5 -0.7 -0.438
C -0.76268 -3.43155 0.77958 0.4 -0.3 -0.4 -1.251
H 0.59247 -5.15922 1.17904 0.0 0.3 0.0 0.624
C -0.67785 -2.31654 -0.13253 1.0 -0.4 -0.6 -0.275
C 0.47426 -2.59544 -1.00704 -0.6 0.3 0.8 -0.634
H 0.54893 -2.23490 -2.02769 0.0 -0.3 0.1 0.918
H 2.07079 -4.20688 -0.83075 -0.1 0.2 0.1 0.440
H -1.63021 -3.68053 1.37925 0.3 0.2 0.2 0.559
H -1.43908 -1.57813 -0.35733 -0.3 -0.3 -0.1 0.744
C 3.32655 -1.40447 0.28347 1.0 0.4 -0.1 -0.578
C 2.86089 -1.32707 -1.06191 0.3 1.0 -1.2 -0.982
C 2.26747 -0.03527 -1.26132 1.7 0.6 -0.2 -0.232
H 2.94591 -2.10514 -1.82340 -0.1 0.4 0.4 0.586
C 2.33559 0.68471 -0.00044 1.5 0.1 -1.0 -0.734
C 3.07102 -0.15160 0.90377 1.0 1.2 0.6 0.034
H 3.36798 0.14996 1.90270 -0.2 -0.3 -0.2 0.600
H 3.85205 -2.25869 0.71047 -0.4 0.3 0.1 0.487
H 1.96593 0.39169 -2.20680 -0.4 -0.3 0.1 0.830
H 1.93732 1.66609 0.17962 0.1 0.3 0.1 0.565
O -1.37829 2.33821 0.20382 -1.7 1.9 0.5 -0.280
C -1.94522 3.25852 -0.78632 0.3 0.0 -0.9 0.352
C -3.02436 4.20101 -0.21309 0.3 -0.2 0.4 -0.599
H -2.41716 2.63386 -1.53451 0.3 0.1 -0.1 -0.271
H -1.13736 3.84546 -1.24403 0.0 -0.2 0.1 0.293
C -3.10487 3.82598 1.27421 0.1 -0.8 -0.1 -0.580
H -3.97652 4.00173 -0.70517 0.1 0.1 0.0 0.256
H -2.79018 5.26482 -0.35104 0.1 -0.4 0.0 0.304
C -1.96116 2.78643 1.45994 0.6 -0.3 1.0 -0.428
H -4.10303 3.42637 1.51359 0.5 -0.1 0.0 0.245
H -2.93118 4.66363 1.94957 0.0 0.0 -0.2 0.261
H -2.27292 1.88542 2.00473 -0.1 0.2 -0.1 0.295
H -1.17568 3.27255 2.07078 -0.1 -0.3 -0.3 0.277
Cl 2.47469 -3.78659 2.97845 0.0 -0.6 -0.4 -0.160
C 2.78114 -2.23332 3.61989 -0.1 1.2 0.9 1.094
C 3.86572 -2.07940 4.48458 -0.2 0.4 0.1 -0.677
C 4.06881 -0.85418 5.12652 -0.2 0.2 -0.1 -0.514
C 3.15677 0.19278 4.94587 0.0 0.0 0.1 -0.661
C 2.06276 0.01802 4.10477 0.2 -0.2 -0.1 -0.292
C 1.87547 -1.17346 3.39350 0.2 -0.1 0.3 -0.413
C 0.76522 -1.26550 2.40779 0.2 -0.2 0.2 -1.330
H 4.51674 -2.92788 4.67631 -0.1 0.2 -0.1 0.470
H 4.92056 -0.71335 5.79020 -0.2 -0.1 -0.2 0.387
H 3.26690 1.14740 5.47244 0.1 -0.5 -0.2 0.391
H 1.31572 0.80116 3.96416 0.3 -0.1 0.1 0.400
H 0.15138 -0.34477 2.44648 -0.2 -0.1 0.2 0.669
H 0.13733 -2.13548 2.61770 0.0 0.1 -0.2 0.479
```
Positions in Å, forces in eV/Å.

---

No. 3
DFT (the ωB97M-V functional and the def2-TZVPD basis) results for a structure of composition C26H34ClO2Zr at a distorted geometry.

M = 505.233 g mol⁻¹
E_HOMO = -10.59 eV
energy relative to the best compared isomer or geometry (same formula, charge and spin) = 80.2 kcal per mole
net charge = +1
orbital gap = 7.48 eV
largest force on an atom = 0.08837 Eh/bohr

The geometry in XYZ format:
```
64
Properties=species:S:1:pos:R:3:forces:R:3:mulliken_charge:R:1
O -0.39433 1.82138 -3.51552 0.8 -0.8 0.4 -0.166
C 0.42913 2.36908 -4.56429 -0.5 -0.3 0.2 -0.448
C -0.57917 3.51252 -4.76618 0.3 -0.8 1.0 -0.740
H 0.51081 1.68420 -5.41986 0.3 0.1 0.1 0.230
H 1.38189 2.61876 -4.09380 0.0 0.0 -1.0 0.229
C -1.51697 2.62608 -3.89759 0.1 -0.6 -0.5 1.258
H -0.92931 3.71705 -5.76590 0.2 0.6 -0.1 0.330
H -0.13999 4.30106 -4.14568 -0.8 0.6 -0.7 0.326
C -2.45278 1.70221 -4.66340 -0.7 0.2 -0.2 -1.350
H -1.88520 0.94472 -5.22040 -0.2 0.2 0.1 0.257
H -3.07103 2.27056 -5.36707 0.0 -0.2 0.1 0.421
H -3.13481 1.20629 -3.94395 0.4 0.1 -0.5 0.294
C -2.18262 3.18022 -2.68285 0.0 0.1 0.0 -1.497
H -1.43566 3.75590 -2.12452 -0.5 0.2 0.1 0.347
H -2.52801 2.32895 -2.07084 0.0 0.5 -0.1 0.199
H -3.04053 3.77402 -3.02275 0.2 0.1 0.5 0.413
Zr 1.06711 -1.40062 -1.27500 -1.0 4.0 1.8 -0.007
C 1.48368 0.56014 0.06660 1.4 0.5 -0.6 -0.891
C 2.73830 0.04206 -0.45327 -0.1 0.9 0.0 -1.028
C 2.95836 0.66303 -1.74135 0.3 0.1 1.4 -1.282
H 3.48774 -0.46076 0.14989 -0.2 0.1 -0.4 0.933
C 2.01808 1.71198 -1.85802 -0.4 -0.7 0.0 -0.440
C 1.02547 1.54142 -0.87302 0.9 0.0 0.4 0.050
H 0.12987 2.14958 -0.79413 0.3 -0.2 0.0 0.536
H 1.12753 0.40862 1.08342 0.0 0.0 -0.4 0.632
H 3.82994 0.51136 -2.37484 -0.2 0.1 0.3 0.544
H 2.14419 2.59407 -2.48068 -0.4 -0.6 -0.2 1.090
C -0.69230 -1.32406 0.15585 -0.9 -0.5 -0.2 -1.086
C -1.35759 -0.14363 -0.30760 -0.7 -0.7 0.0 -0.828
C -2.11988 -0.45209 -1.46268 0.4 0.1 0.3 -0.600
H -1.36557 0.82546 0.18625 0.2 -0.3 -0.1 0.711
C -1.83583 -1.78270 -1.81590 0.3 -0.3 1.1 -1.517
C -1.00379 -2.37280 -0.80781 -1.1 0.1 0.0 -0.064
H -0.83777 -3.44705 -0.71059 -0.1 0.5 0.1 0.779
H -0.13213 -1.45396 1.08841 -0.5 0.1 -0.3 1.194
H -2.87472 0.19021 -1.93534 0.8 -0.3 0.1 0.811
H -2.19944 -2.29976 -2.69832 -0.1 0.0 0.2 0.750
O 0.58462 -1.91552 -3.17796 0.6 -0.8 -2.8 -0.027
C 0.01641 -1.56049 -4.52940 0.3 0.0 0.7 0.493
C 0.74604 -2.46878 -5.50773 0.1 0.0 -0.3 -0.622
H 0.26460 -0.49395 -4.63610 -0.4 -0.4 0.0 -0.592
H -1.07396 -1.73016 -4.49746 0.6 0.2 0.2 0.289
C 1.63472 -3.42881 -4.69365 0.7 0.0 0.2 -0.952
H 1.36324 -1.83643 -6.16207 -0.2 -0.4 0.1 0.351
H 0.06844 -3.05939 -6.13512 0.0 0.4 0.2 0.334
C 1.51085 -3.07717 -3.22147 -0.8 0.8 -1.2 -0.089
H 2.68055 -3.26613 -4.95283 -0.1 -0.3 -0.3 0.292
H 1.40305 -4.48532 -4.80931 -0.1 0.1 -0.3 0.360
H 2.49989 -2.74586 -2.83578 -0.5 -0.2 0.0 0.562
H 1.02052 -3.85195 -2.63577 0.3 -0.2 0.2 0.139
Cl 2.26448 -1.55921 2.86032 0.2 -0.2 -0.1 -0.172
C 1.40156 -3.00689 2.43160 -0.3 -1.0 -1.5 0.210
C 0.64580 -3.65796 3.39589 -0.5 -0.3 -0.3 -0.379
C -0.26731 -4.65990 3.01090 0.5 0.3 0.1 -0.641
C -0.32971 -5.05755 1.67177 0.0 -0.4 0.2 -0.472
C 0.56607 -4.55916 0.72842 0.0 0.6 0.7 -0.413
C 1.41692 -3.47635 1.06774 -0.4 -0.5 0.8 0.018
C 2.17772 -2.79155 0.02032 0.1 0.5 -0.3 -1.445
H 0.73694 -3.35209 4.43675 -0.1 0.0 -0.2 0.428
H -0.89157 -5.11798 3.78436 0.2 0.2 -0.5 0.380
H -1.07041 -5.79366 1.35410 0.3 0.1 0.2 0.396
H 0.52574 -4.94367 -0.30767 0.2 0.2 0.7 0.626
H 2.24672 -3.33201 -0.94426 0.6 -0.9 0.8 0.598
H 3.12761 -2.34234 0.33365 -0.3 -0.6 -0.2 0.938
```
Positions in Å, forces in eV/Å.